6
Properties=species:S:1:pos:R:3:forces:R:3 method="wB97M-V/def2-TZVPD" charge=0 lumo_ha="-0.16438 / -0.16437" e_tot_ev=-12703.3175 homo_energy_ev="-9.48 / -9.49"
I -3.386780 0.498091 0.124172 1.83 -0.41 -0.02
O 1.318777 -1.637493 -0.018264 -1.12 0.83 -0.19
N -0.228460 0.160107 0.076734 -3.25 0.08 0.28
C 0.834396 -0.530265 -0.046222 3.52 -1.10 0.06
H 1.634092 0.376335 -0.134676 -0.79 -0.87 0.06
H -0.172023 1.133224 -0.001744 -0.19 1.48 -0.20

=====

8
Properties=species:S:1:pos:R:3:forces:R:3 method="wB97M-V/def2-TZVPD" charge=0 lumo_ha="-0.03615 / -0.10902" e_tot_ev=-25583.9994 homo_energy_ev="-7.55 / -9.22" s_squared=2.029 spin_multiplicity=3
I 4.059295 0.593705 0.039064 1.18 1.55 0.12
S 1.535005 -0.380059 -1.166846 -2.51 -0.29 0.14
O 1.795037 -1.700843 -0.494842 -0.60 0.34 -1.04
O 4.071785 -2.451306 0.240280 -0.16 -0.15 0.41
N 3.321474 -1.667176 0.649994 1.22 -1.21 0.76
C 0.327158 0.330852 -0.308470 2.54 -1.66 -0.20
H -0.155637 1.160360 -0.764384 -0.43 0.70 0.35
H 0.413872 -0.096500 0.712459 -1.23 0.72 -0.55

=====

9
Properties=species:S:1:pos:R:3:forces:R:3 method="wB97M-V/def2-TZVPD" charge=0 lumo_ha="-0.04253 / -0.04865" e_tot_ev=-27633.1840 homo_energy_ev="-8.88 / -9.20"
I 2.409987 0.722158 -0.082108 -0.43 -0.73 -0.28
S -0.448230 1.840186 0.162030 -1.81 -0.73 -0.44
O 0.035653 2.446629 -1.051777 0.02 -0.14 -0.13
O -3.189839 2.613963 0.027528 0.62 -1.16 -0.47
O -0.381497 2.551838 1.393636 0.19 0.36 1.04
N -2.696546 1.669660 -0.394186 0.40 1.15 0.81
C 0.282236 0.156906 0.235758 2.09 0.73 1.05
H -0.259536 -0.296305 -0.556949 0.27 -0.84 -0.98
H 0.493861 -0.521557 1.116789 -1.35 1.36 -0.62

=====

7
Properties=species:S:1:pos:R:3:forces:R:3 method="wB97M-V/def2-TZVPD" charge=0 lumo_ha="-0.05833 / -0.10548" e_tot_ev=-22551.3526 homo_energy_ev="-9.12 / -8.14"
I -2.633455 1.163116 -0.033729 -0.15 -0.17 -0.06
P 0.138317 -1.895670 0.170752 0.82 2.28 -1.82
O 0.355668 -0.593467 1.105696 0.38 1.04 1.28
O 0.727201 -0.705761 -0.957029 -1.51 -2.01 0.52
C 0.541817 0.305519 0.026409 -1.26 -1.99 -1.61
H 1.406979 0.904462 -0.163196 0.47 1.04 1.42
H -0.536528 0.821803 -0.148901 1.26 -0.20 0.26

=====

5
Properties=species:S:1:pos:R:3:forces:R:3 method="wB97M-V/def2-TZVPD" charge=0 lumo_ha="-0.00911 / -0.11715" e_tot_ev=-18453.2298 homo_energy_ev="-7.25 / -10.01" s_squared=2.008 spin_multiplicity=3
I 0.206417 1.829246 -1.708837 -0.05 0.31 -0.49
P -0.071050 0.064875 1.675218 -0.15 2.98 2.44
C -0.016696 -1.170290 0.687002 0.08 -3.57 -2.07
H 0.288256 0.879147 -0.426497 0.05 -0.08 0.19
H -0.406928 -1.602978 -0.226886 0.07 0.36 -0.07

=====

7
Properties=species:S:1:pos:R:3:forces:R:3 method="wB97M-V/def2-TZVPD" charge=0 lumo_ha="0.02269 / 0.00082" e_tot_ev=-8140.4216 homo_energy_ev="-9.54 / -11.21" s_squared=2.007 spin_multiplicity=3
O 2.242663 0.734245 -0.379102 0.29 0.08 0.10
O -1.727505 0.737507 -0.074447 -0.18 0.03 0.08
N -1.623385 -0.098196 0.938126 -0.30 0.38 -0.07
N 0.636997 -0.950943 -0.089702 1.38 0.85 0.03
C 1.476499 -0.140262 -0.232130 -0.35 -0.07 -0.28
H -0.000250 -1.677143 -0.082629 -0.81 -1.05 0.00
H -1.005022 1.394795 -0.080117 -0.02 -0.22 0.16

=====

8
Properties=species:S:1:pos:R:3:forces:R:3 method="wB97M-V/def2-TZVPD" charge=0 lumo_ha=-0.01221 e_tot_ev=-18975.9362 homo_energy_ev=-9.28
S 1.076594 -2.009613 0.079968 -0.69 0.49 0.44
O 2.136750 1.075721 -0.054339 -1.17 -0.32 0.52
O 0.083020 1.819413 0.157808 1.39 -0.23 0.00
N -1.207704 -0.451409 0.001829 1.89 -1.45 0.71
N 0.960364 0.948837 0.144310 -1.92 -0.67 -0.45
C 0.065594 -0.781802 0.177298 1.46 0.01 -1.09
H -1.877747 -1.114387 -0.352766 0.06 0.03 0.08
H -1.236870 0.513241 -0.154106 -1.02 2.14 -0.21

=====

9
Properties=species:S:1:pos:R:3:forces:R:3 method="wB97M-V/def2-TZVPD" charge=0 lumo_ha=-0.06155 e_tot_ev=-29806.3481 homo_energy_ev=-9.66
S 1.969326 -0.988327 0.640637 0.75 -1.21 2.13
S -0.202973 1.174426 0.915434 0.98 -1.09 3.11
O -1.557582 0.802312 -0.699250 -1.48 1.78 0.77
O -1.894496 -0.216600 -2.558107 -0.29 -0.36 -0.33
N -1.245990 -0.038279 -1.535645 -0.01 -0.11 -1.32
N -0.189676 -0.734062 -1.419055 2.97 -0.50 3.08
C 0.592567 -0.177798 0.430965 -2.98 0.58 -4.97
H 0.518209 1.039728 2.169184 -0.31 0.77 -1.08
H 2.010616 -0.861401 2.055836 0.39 0.13 -1.38

=====

8
Properties=species:S:1:pos:R:3:forces:R:3 method="wB97M-V/def2-TZVPD" charge=0 lumo_ha="-0.06134 / -0.06712" e_tot_ev=-16016.2169 homo_energy_ev="-10.29 / -8.55"
Si -0.858771 0.315800 0.948090 1.48 1.24 0.04
O 2.198428 -1.660066 0.155380 -0.37 0.79 -1.23
O 1.466279 -0.507957 -1.618339 0.73 -0.96 1.63
N -1.039083 1.447972 -1.738867 0.11 1.64 -3.81
N 1.567297 -0.842186 -0.461298 -0.74 0.37 -0.10
C -1.116571 1.001803 -0.712127 -0.40 -1.62 3.95
H -0.955701 1.208931 2.122352 -0.02 0.18 -0.46
H -1.261876 -0.964295 1.304807 -0.80 -1.65 -0.03

=====

8
Properties=species:S:1:pos:R:3:forces:R:3 method="wB97M-V/def2-TZVPD" charge=0 lumo_ha="-0.09576 / -0.06634" e_tot_ev=-16015.1620 homo_energy_ev="-11.35 / -10.15"
Si -0.278774 0.063153 -0.548076 -1.07 -0.22 0.07
O 1.776755 -0.538238 0.987928 0.89 -0.13 0.05
O 1.052781 -2.141882 -0.293452 0.64 -0.02 -0.28
N 1.137919 -0.977616 0.060765 -1.80 0.18 0.77
N -0.688401 2.631428 0.941552 0.48 -0.81 -0.37
C -0.330803 1.661252 0.416926 -0.32 0.26 -0.35
H -0.064279 0.052538 -2.047873 -0.31 0.34 0.84
H -2.605199 -0.750636 0.482231 1.50 0.39 -0.72

=====

9
Properties=species:S:1:pos:R:3:forces:R:3 method="wB97M-V/def2-TZVPD" smiles="N#C[Si@@H](O)[N+](=O)[O-]" charge=0 lumo_ha=-0.01802 e_tot_ev=-18067.8148 homo_energy_ev=-11.09
Si 0.379120 -0.019663 -0.631961 -0.12 -2.84 -0.13
O 0.151732 0.230385 1.977999 0.08 -2.00 -0.11
O 0.935333 1.396405 -0.302526 1.26 1.66 -0.75
O 0.191066 -1.905794 1.389286 -0.14 -1.48 1.34
N 0.240247 -0.744530 1.189214 -0.03 3.60 -2.22
N -2.437587 0.221540 -1.432496 -3.73 0.37 -0.93
C -1.346106 0.113797 -1.197959 3.18 -0.55 0.92
H 1.132488 -0.953690 -1.584776 -0.42 0.84 0.94
H 0.753707 1.661549 0.593218 -0.09 0.41 0.94

=====

9
Properties=species:S:1:pos:R:3:forces:R:3 method="wB97M-V/def2-TZVPD" smiles="N#C[Si@@H](O)[N+](=O)[O-]" charge=0 lumo_ha=-0.01917 e_tot_ev=-18067.9990 homo_energy_ev=-11.13
Si 0.462059 0.373799 -0.482901 -1.48 -0.44 1.30
O 1.672891 0.720483 0.518114 -0.03 0.13 -0.40
O -0.936685 -1.720130 -1.002678 -0.24 -0.92 -0.02
O -0.197876 -1.751602 1.066965 -0.02 -0.37 -0.86
N -2.087002 1.766771 0.448634 -0.04 0.08 -0.11
N -0.240035 -1.339593 -0.086987 0.36 1.86 0.72
C -1.152188 1.299696 -0.030145 1.24 -0.50 -0.34
H 1.572562 0.337680 1.385969 0.11 -0.10 0.75
H 0.906277 0.312895 -1.816970 0.11 0.28 -1.05